DFT (the ωB97M-V functional and the def2-TZVPD basis) results for a 2-piece molecular cluster, C4H14NO3 overall at a distorted geometry.

```
22
Properties=species:S:1:pos:R:3:forces:R:3
C 0.22096 -1.03176 1.55306 0.8 -2.5 0.3
O 0.20227 -0.42985 2.85659 0.7 0.1 -0.4
C -0.31660 -0.15110 0.44574 -2.3 0.8 1.1
C 0.48053 -0.11987 -0.84718 0.2 0.7 -0.2
C 1.99089 0.25764 -0.83963 -0.8 -0.1 -1.1
O -0.10581 0.96795 -1.55771 -0.5 -0.1 -0.7
N -0.36201 1.31043 1.14214 -1.1 -1.8 -1.6
H 1.29852 -1.27754 1.29677 -1.2 0.0 0.3
H -0.37910 -1.97303 1.71920 0.7 0.8 -1.0
H 0.95831 -0.87505 3.27352 -0.4 0.6 0.5
H -1.44471 -0.39226 0.20981 2.3 0.5 0.4
H 0.38316 -1.11183 -1.35072 -0.3 0.7 0.3
H 2.53635 -0.49584 -1.41462 0.2 0.1 0.6
H 2.47892 0.54508 0.06626 0.2 -0.4 0.9
H 2.02669 1.15354 -1.45570 0.1 0.0 -0.1
H -0.98453 0.72285 -1.90842 0.5 -0.3 0.3
H -0.06799 1.00024 2.13377 -0.9 1.1 -0.6
H -1.32882 1.69838 0.88403 1.9 -0.5 1.3
H 0.33538 1.88408 0.67869 0.1 0.2 0.0
H -2.81613 0.04301 -2.74379 0.0 0.1 0.4
H -2.64829 -1.32052 -2.18638 0.1 -0.3 0.3
O -2.45799 -0.40456 -1.95542 -0.5 0.1 -0.9
```
Forces are in eV/Å.

Computed properties:
HOMO energy ... -14.4 eV
Total charge ... +1
Gap between HOMO and LUMO ... 11.34 eV